Record 1
The following is a quantum chemistry calculation of a molecular structure, C36H27MnN4O2P, from the OMol25 dataset.

The HOMO-LUMO gap (alpha / beta) comes out at 5.115 / 6.360 eV. For the LUMO energy (alpha / beta), the calculation gives -0.2783 / -0.2750 Eh. For the maximum force, the calculation gives 0.013 hartree/bohr. As for the expectation value of S²: 3.88. The net charge is +2. The highest occupied orbital energy (alpha / beta) comes out at -12.69 / -13.84 eV. Its spin multiplicity is 4. Its total energy is -88418.7814 eV.

Cartesian coordinates (Å):
Mn 0.7747 -0.9802 -0.4787
C -1.9862 -2.1028 4.1234
C -2.1824 -1.1219 3.2381
C -1.1183 -0.6815 2.2958
C 0.1816 -1.4296 2.3703
C 0.3344 -2.4452 3.3516
C -0.7097 -2.7739 4.1556
N 1.1245 -1.0559 1.5173
C 2.5089 -1.1998 1.8378
C 3.0225 -1.2139 3.1322
C 4.3894 -1.3041 3.3309
C 5.2808 -1.3740 2.2557
C 4.7956 -1.3132 0.9701
C 3.4185 -1.2076 0.7778
N 2.8037 -1.0613 -0.4734
N 3.3832 -1.3865 -1.5243
C 2.5476 -1.2776 -2.6736
C 3.0521 -1.6525 -3.8934
C 2.2110 -1.6129 -4.9937
C 0.8917 -1.2158 -4.8204
C 0.4537 -0.8847 -3.5427
N 1.2671 -0.9122 -2.4939
H -2.7794 -2.4234 4.7834
H -3.1450 -0.6322 3.1517
H -1.5572 -0.8461 1.3064
H 1.2532 -3.0106 3.3983
H -0.5860 -3.6053 4.8397
H 2.3622 -1.1332 3.9838
H 4.7696 -1.3079 4.3436
H 6.3445 -1.4478 2.4303
H 5.4534 -1.3186 0.1116
H 4.0867 -1.9617 -3.9590
H 2.5751 -1.9005 -5.9704
H 0.2013 -1.1777 -5.6506
H -0.5766 -0.6162 -3.3526
O -2.2683 -3.4467 -0.3526
C -1.8525 -2.3623 -0.6332
O -0.5299 -2.1367 -0.7378
C -2.7473 -1.2046 -0.9680
C -4.0656 -1.5295 -1.2718
C -4.9956 -0.5390 -1.5382
C -4.6266 0.7967 -1.4642
C -3.3228 1.1350 -1.1411
C -2.3648 0.1426 -0.9186
P -0.7145 0.7469 -0.4553
C -0.1614 1.9476 -1.6765
C -0.7945 2.1592 -2.8965
C -0.2309 3.0264 -3.8236
C 0.9624 3.6733 -3.5388
C 1.6016 3.4634 -2.3210
C 1.0423 2.6033 -1.3926
C -0.9413 1.6151 1.0838
C -0.7877 0.8689 2.3911
C -1.4189 1.5840 3.5512
C -1.7282 2.8958 3.4828
C -1.5711 3.6216 2.2729
C -1.2137 2.9615 1.0937
H -4.3461 -2.5740 -1.2874
H -6.0134 -0.8075 -1.7871
H -5.3542 1.5758 -1.6480
H -3.0476 2.1795 -1.0593
H -1.7296 1.6647 -3.1292
H -0.7313 3.2027 -4.7664
H 1.3918 4.3519 -4.2638
H 2.5270 3.9757 -2.0950
H 1.5310 2.4505 -0.4352
H 0.2961 0.8991 2.5970
H -1.5288 1.0423 4.4821
H -2.1066 3.4060 4.3584
H -1.7984 4.6778 2.2433
H -1.2067 3.5218 0.1660

Atomic forces in eV per Å
Mn 0.5490 0.1779 -0.1318
C 0.0246 0.0680 -0.0838
C 0.0107 -0.0984 0.0782
C -0.1245 0.2200 -0.1273
C 0.1363 -0.0311 -0.0541
C -0.0678 0.0142 0.0533
C -0.0286 -0.0507 0.0493
N 0.1800 -0.0810 0.1705
C -0.2976 -0.0077 0.0364
C -0.0168 0.0266 0.0095
C 0.0922 -0.0078 -0.0920
C -0.0655 -0.0058 0.1504
C -0.0851 0.0240 -0.1619
C 0.1553 0.1113 -0.1068
N -0.5242 -0.4063 -0.1084
N 0.1054 0.2876 -0.2527
C 0.0333 -0.1256 0.2737
C 0.4782 0.0581 0.0222
C -0.3986 0.0891 -0.1526
C 0.2020 -0.0321 0.0458
C 0.0668 -0.0775 -0.1906
N -0.1900 -0.0109 0.5654
H 0.0370 -0.0446 0.0229
H 0.0150 0.0181 -0.0145
H 0.0052 -0.0385 0.0239
H -0.0248 -0.0072 -0.0057
H -0.0199 0.0061 0.0014
H 0.0444 0.0138 0.0088
H 0.0240 -0.0029 -0.0076
H -0.0040 0.0055 0.0283
H 0.0040 -0.0056 0.0086
H -0.0460 -0.0132 -0.0407
H 0.0003 0.0108 -0.0011
H 0.0042 -0.0123 0.0035
H -0.0053 -0.0012 0.0048
O -0.1034 -0.0051 0.1074
C 0.3975 -0.0476 -0.3716
O -0.4903 -0.1697 0.2341
C -0.0184 0.1118 0.1237
C -0.0537 -0.0267 -0.0014
C -0.0004 0.0052 -0.0069
C 0.0100 0.0283 0.0041
C -0.0147 -0.0595 -0.0044
C -0.0130 0.0023 -0.0418
P -0.0981 0.1450 -0.1753
C 0.0612 0.0386 0.0528
C -0.0426 0.0042 -0.0761
C -0.0063 -0.0101 0.0173
C 0.0257 0.0240 0.0077
C -0.0376 -0.0057 -0.0265
C -0.0156 -0.0479 0.0129
C 0.1218 -0.1386 0.2018
C -0.0697 0.0033 -0.0099
C 0.0298 -0.0618 -0.1392
C -0.0050 0.0567 -0.0294
C -0.0156 0.0498 0.0181
C -0.0276 0.0076 0.0246
H 0.0131 0.0048 0.0031
H 0.0040 -0.0067 0.0050
H 0.0037 0.0000 0.0008
H -0.0222 0.0044 -0.0043
H 0.0269 0.0008 0.0052
H -0.0004 -0.0022 0.0052
H 0.0094 -0.0048 0.0078
H -0.0037 0.0035 -0.0050
H 0.0164 0.0138 -0.0130
H 0.0224 0.0243 0.0457
H 0.0265 -0.0067 -0.0056
H -0.0062 -0.0023 -0.0026
H -0.0019 -0.0063 0.0047
H 0.0084 0.0025 0.0060

***

Record 2
The following is a quantum chemistry calculation of 4 unconnected molecules or ions with the total composition C22H43BrO5, from the OMol25 dataset.

The HOMO-LUMO gap comes out at 10.311 eV. For the LUMO energy, the calculation gives 0.0192 Eh. For the maximum force, the calculation gives 0.062 hartree/bohr. The highest occupied orbital energy comes out at -9.79 eV. As for the SMILES: C#CCCC[C@@]1([C@H](C)CC)COC(=O)[C@H]1Br.CC(C)O.CC(C)O.CC(C)O. Its spin multiplicity is 1. Its total energy is -103787.8480 eV.

Cartesian coordinates (Å):
C -1.8641 1.6872 0.1611
C -1.9775 0.7071 -0.5461
C -1.9933 -0.5005 -1.5534
C -2.2251 -0.0556 -3.0600
C -0.9260 0.0332 -3.9570
C 0.1676 1.0924 -3.4430
C 1.1592 0.6435 -2.2890
C 2.5159 1.4632 -2.2073
C 1.5416 -0.8921 -2.2676
C 2.6617 -1.3364 -3.3100
C 0.9980 1.5855 -4.7328
O 1.2333 3.0270 -4.5548
C 0.4929 3.6150 -3.5124
O 0.6443 4.6747 -2.9814
C -0.6098 2.4801 -3.2502
Br -1.9203 2.9874 -4.6943
H -1.5700 2.6395 0.6587
H -1.1234 -1.1873 -1.3818
H -2.9178 -1.0946 -1.2553
H -2.8612 0.8704 -3.0388
H -2.8777 -0.8643 -3.5253
H -1.2437 0.2475 -5.0256
H -0.4995 -1.0208 -4.0040
H 0.6177 0.8474 -1.3069
H 3.0914 1.0257 -1.3273
H 3.1899 1.3549 -3.0975
H 2.3479 2.5497 -1.9210
H 0.6842 -1.6068 -2.3720
H 1.9778 -1.0879 -1.2397
H 2.3099 -2.2924 -3.8046
H 3.6606 -1.5713 -2.8233
H 2.8744 -0.5969 -4.1288
H 0.4750 1.5420 -5.7295
H 2.0454 1.2061 -4.8607
H -1.2011 2.6171 -2.3081
C -1.2095 -3.1889 1.2077
C 0.2592 -2.9038 0.9361
C 1.0776 -2.9297 2.2183
O 0.3870 -1.6224 0.3165
H -1.6367 -2.4327 1.8727
H -1.7847 -3.1555 0.2781
H -1.3430 -4.1701 1.6663
H 0.6531 -3.6440 0.2344
H 0.7310 -2.1654 2.9188
H 2.1277 -2.7116 2.0051
H 1.0150 -3.9017 2.7072
H 0.0408 -0.9596 0.9298
C -2.4119 -5.4185 5.1688
C -0.9446 -5.1307 4.8911
C -0.1237 -5.1577 6.1709
O -0.8198 -3.8503 4.2729
H -2.8373 -4.6632 5.8366
H -2.9912 -5.3853 4.2430
H -2.5418 -6.4016 5.6271
H -0.5521 -5.8692 4.1872
H -0.4714 -4.3934 6.8728
H 0.9254 -4.9388 5.9583
H -0.1851 -6.1329 6.6592
H -1.1641 -3.1889 4.8868
C -0.4772 6.1899 2.2655
C 0.8796 5.8019 1.6981
C 0.9128 5.9611 0.1863
O 1.1679 4.4461 2.0405
H -1.2669 5.5495 1.8594
H -0.4907 6.0604 3.3504
H -0.7191 7.2298 2.0347
H 1.6575 6.4218 2.1503
H 0.1709 5.3137 -0.2913
H 1.8880 5.6687 -0.2088
H 0.7128 6.9943 -0.1066
H 0.4863 3.8890 1.6455

Atomic forces in eV per Å
C 0.6280 0.4570 -0.2067
C 0.7125 -0.9596 -1.0902
C -1.4134 0.6774 1.1049
C -0.1873 -0.7224 0.0937
C -0.0163 -0.6419 0.4802
C -0.8687 0.6828 -3.0084
C -0.2694 0.1099 0.8873
C -0.0581 -0.0087 1.1468
C 1.0901 -0.1939 0.1012
C -0.0415 -0.5326 -0.2681
C 0.3841 0.9326 -0.1702
O 0.0154 1.3106 1.5016
C -0.6964 -2.9159 -0.6696
O 0.1941 -0.8473 -0.8967
C 0.8591 0.9089 1.1955
Br 0.3575 -0.4162 0.4973
H -0.7789 -1.5070 -0.5470
H -0.6685 0.9786 -0.1154
H 1.1217 0.6300 -0.3011
H 0.8300 -0.7626 -0.2546
H 0.7811 0.9801 0.4972
H 0.4457 0.0607 1.3916
H -0.2759 1.3422 0.1482
H 0.5852 -0.2860 -1.1463
H -0.6719 0.4728 -1.0513
H -0.8284 0.3146 0.7698
H 0.2226 -1.2416 -0.6827
H 0.6466 0.9807 0.1667
H -0.7328 0.3122 -1.2330
H 0.5438 1.0446 0.4201
H -1.2671 0.3732 -0.4573
H -0.3346 -0.6938 0.7893
H 0.2061 -0.4469 1.2070
H -1.2190 -0.0952 0.2737
H 0.8078 -0.2461 -0.8631
C -0.1791 -0.1401 -0.3013
C -0.2605 0.2720 0.7061
C 0.4589 -0.0740 -0.2000
O 0.0322 -0.0289 -0.0374
H 0.1130 -0.0855 0.0929
H 0.0847 -0.0489 -0.0041
H -0.0222 0.1041 0.0383
H 0.0326 0.2036 -0.1185
H -0.1308 -0.1326 -0.0168
H -0.0563 -0.0407 -0.1006
H -0.0177 0.1317 0.0194
H 0.0026 -0.1045 -0.0486
C -0.1473 -0.1582 -0.2070
C -0.3217 0.3474 0.6178
C 0.2766 -0.1041 -0.0198
O -0.0283 -0.0966 -0.0457
H 0.1145 -0.0519 0.0756
H 0.0708 -0.0570 0.0308
H -0.0278 0.0599 0.0030
H 0.0241 0.1924 -0.1039
H -0.1201 -0.0791 -0.0274
H -0.0586 -0.0719 -0.0266
H 0.0034 0.0636 0.0163
H 0.0267 -0.1295 -0.0389
C 0.0163 0.1168 0.2932
C -0.5704 -0.1915 -0.4381
C 0.2284 0.0505 -0.0293
O 0.2682 -0.0305 0.2429
H 0.0499 0.0623 -0.1313
H 0.0467 0.0557 -0.0571
H -0.0380 -0.0626 -0.0047
H 0.0422 -0.2246 0.0744
H -0.0548 0.0936 0.0409
H -0.0488 0.0650 0.0323
H -0.0175 -0.0685 -0.0402
H 0.1053 0.1111 0.0032

***

Question: The lowest maximum force belongs to which entry?
Answer: C36H27MnN4O2P